No. 1
A cluster of 2 separate species, C3H11N2 in total in a non-equilibrium geometry. Source: the OMol25 dataset; level of theory: ωB97M-V with the def2-TZVPD basis set.

LUMO level ... -3.32 eV
HOMO ... -14.4 eV
Net charge ... +1
2S+1 ... 1

Geometry (Å):
1 C -0.0016 -1.5663 2.0591
2 N -0.0146 -1.5703 0.5922
3 H 0.5326 -2.4450 2.4828
4 H 0.6841 -0.8091 2.4388
5 H -0.9490 -1.4322 2.5636
6 H -0.1554 -2.5057 0.1999
7 H 0.8192 -1.1197 0.2084
8 H -0.8034 -1.0269 0.2389
9 C -1.1226 1.0660 -1.1005
10 C 1.0429 1.7395 -1.0998
11 N 0.2927 0.7774 -0.7400
12 H -1.2046 0.9299 -2.1837
13 H -1.5238 2.0046 -0.7242
14 H -1.7801 0.2127 -0.8468
15 H 2.1082 1.6429 -1.2224
16 H 0.6367 2.6933 -1.4970

natural (NBO) atomic charge list, values in e, 6 entries:
1. C -0.4600
2. N -0.6704
3. H 0.2467
4. H 0.2447
5. H 0.2494
6. H 0.4389

---

No. 2
A cluster of 12 separate species, C28H34Cl22O2 in total in a non-equilibrium geometry. Source: the OMol25 dataset; level of theory: ωB97M-V with the def2-TZVPD basis set.

LUMO level ... -0.97 eV
HOMO ... -7.4 eV
Structure (SMILES) ... C=CCc1cccc2c1C(=O)c1ccccc1C2=O.ClCCl.ClCCl.ClCCl.ClCCl.ClCCl.ClCCl.ClCCl.ClCCl.ClCCl.ClCCl.ClCCl
2S+1 ... 1

Geometry (Å):
1 C 0.5526 0.9197 2.5627
2 C -0.7235 1.1877 2.0230
3 C -1.6130 0.0946 1.2965
4 C -1.1225 -1.3151 1.7671
5 C -1.9739 -1.9827 2.7815
6 C -1.5575 -3.2838 3.3070
7 C -0.3286 -3.9472 2.8541
8 C 0.4848 -3.2779 1.8282
9 C 0.1161 -1.9499 1.2539
10 C 1.0264 -1.2845 0.2028
11 O 0.8836 -0.1482 -0.2161
12 C 2.2284 -2.0779 -0.4214
13 C 2.9572 -1.4641 -1.5558
14 C 4.0518 -2.2274 -2.1523
15 C 4.3839 -3.5677 -1.5885
16 C 3.6860 -4.1414 -0.4555
17 C 2.5744 -3.3825 0.1555
18 C 1.8013 -3.9751 1.3538
19 O 2.2397 -4.9567 1.9223
20 H 0.6410 0.0671 3.2925
21 H 1.4955 1.4468 2.2831
22 H -1.1128 2.2342 2.0663
23 H -1.4837 0.2201 0.1836
24 H -2.7028 0.2375 1.5331
25 H -2.9089 -1.4636 3.1175
26 H -2.2226 -3.7386 4.0885
27 H -0.0591 -4.9398 3.3095
28 H 2.6854 -0.4571 -1.9446
29 H 4.6493 -1.8554 -3.0216
30 H 5.2100 -4.1370 -2.0761
31 H 3.9199 -5.1340 -0.0023
32 C -0.2481 3.5220 5.5396
33 Cl -0.3960 5.2319 5.0999
34 Cl -0.4811 2.4657 4.1273
35 H 0.7446 3.3484 5.9474
36 H -1.0009 3.2855 6.2883
37 C -5.1894 1.2974 0.1066
38 Cl -4.5019 1.4421 1.7303
39 Cl -4.5294 -0.1046 -0.7482
40 H -6.2668 1.1835 0.1896
41 H -4.9546 2.1968 -0.4569
42 C 2.7950 3.6149 0.5003
43 Cl 4.4057 3.3360 1.1751
44 Cl 1.6288 4.0204 1.7626
45 H 2.8474 4.4387 -0.2082
46 H 2.4635 2.7103 -0.0066
47 C -5.7319 0.2395 -4.2571
48 Cl -5.9003 1.8504 -3.5510
49 Cl -6.9558 -0.0492 -5.5006
50 H -4.7464 0.1533 -4.7066
51 H -5.8456 -0.5028 -3.4714
52 C -0.2282 4.6324 -1.6662
53 Cl -1.1200 3.4573 -0.6918
54 Cl 0.3431 5.9818 -0.6765
55 H 0.6283 4.1379 -2.1184
56 H -0.8841 5.0164 -2.4414
57 C 5.1453 -1.5046 2.7079
58 Cl 4.9319 0.0995 3.4286
59 Cl 3.9537 -1.8019 1.4277
60 H 6.1441 -1.5708 2.2789
61 H 5.0248 -2.2582 3.4830
62 C -3.0121 4.4247 -5.1467
63 Cl -1.4013 4.1427 -4.4742
64 Cl -4.1708 4.8391 -3.8792
65 H -2.9596 5.2456 -5.8566
66 H -3.3459 3.5213 -5.6507
67 C 3.5679 7.0541 -2.7247
68 Cl 4.2083 6.8495 -1.0908
69 Cl 2.6904 5.6140 -3.2561
70 H 2.8888 7.9027 -2.7338
71 H 4.3943 7.2337 -3.4071
72 C -0.8585 -7.7707 2.4816
73 Cl -0.8911 -7.5897 4.2409
74 Cl -1.3801 -9.3865 1.9914
75 H -1.5264 -7.0355 2.0400
76 H 0.1569 -7.6059 2.1300
77 C -10.4428 -1.1461 -6.8391
78 Cl -12.0283 -0.8558 -6.1142
79 Cl -10.4224 -2.6580 -7.7545
80 H -10.2065 -0.3246 -7.5102
81 H -9.6992 -1.2028 -6.0485
82 C 9.0226 -2.6617 2.9540
83 Cl 8.8058 -1.0639 3.6768
84 Cl 7.8321 -2.9560 1.6796
85 H 10.0192 -2.7232 2.5254
86 H 8.9048 -3.4170 3.7263

Mulliken atomic charge list, values in e, 6 entries:
1. C -1.0648
2. C 0.2186
3. C 0.0828
4. C 0.3626
5. C -0.7451
6. C -0.7377

---

No. 3
A structure of composition C4H6O2Tl in a non-equilibrium geometry. Source: the OMol25 dataset; level of theory: ωB97M-V with the def2-TZVPD basis set.

LUMO level (alpha / beta) ... -6.16 / -6.79 eV
HOMO (alpha / beta) ... -13.5 / -12.9 eV
Net charge ... +1
2S+1 ... 1

Geometry (Å):
1 H -1.5008 -3.2156 -2.1907
2 O -2.3046 -1.0734 -2.6252
3 C -1.4107 -1.7152 -1.7370
4 C -0.1461 -1.1580 -1.5093
5 C 0.5217 -1.5442 -0.2082
6 C 1.8346 -0.9075 0.0413
7 O 2.3632 -0.1191 -0.7504
8 Tl 1.1452 0.1053 -2.3803
9 H -1.7605 -0.6241 -3.2829
10 H -1.9978 -1.9947 -0.8477
11 H 0.7375 -2.6336 -0.1004
12 H -0.0715 -1.3291 0.7084
13 H 2.3700 -1.1540 0.9747

Mulliken atomic charge list, values in e, 6 entries:
1. H 0.2473
2. O -0.3917
3. C -0.4025
4. C 0.0877
5. C -0.5849
6. C 0.1230

---

No. 4
An isolated molecule of C6H6FN in a non-equilibrium geometry. Source: the OMol25 dataset; level of theory: ωB97M-V with the def2-TZVPD basis set.

LUMO level ... 0.58 eV
HOMO ... -10.2 eV
Structure (SMILES) ... C=CC/C=C(/F)C#N
2S+1 ... 1

Geometry (Å):
1 C -1.8236 0.5928 0.0444
2 C -0.6397 0.5140 0.5491
3 C 0.2798 -0.6581 0.6984
4 C 1.6305 -0.3812 0.0138
5 C 2.0235 0.5386 -0.8815
6 C -2.5768 -0.5654 -0.3527
7 H -0.2775 1.4649 0.7039
8 H 0.5560 -0.7654 1.7319
9 H -0.2435 -1.5189 0.3504
10 H 2.3797 -1.1433 0.2948
11 H 1.1951 1.2140 -1.4550
12 H 3.1110 0.4217 -1.1238
13 N -3.1778 -1.5357 -0.5564
14 F -2.4366 1.8222 -0.0175

natural (NBO) atomic charge list, values in e, 6 entries:
1. C 0.2708
2. C -0.1581
3. C -0.4793
4. C -0.1723
5. C -0.4255
6. C 0.2041

---

No. 5
A cluster of 2 separate species, C10H16O in total in a non-equilibrium geometry. Source: the OMol25 dataset; level of theory: ωB97M-V with the def2-TZVPD basis set.

LUMO level ... 0.91 eV
HOMO ... -8.4 eV
Structure (SMILES) ... Cc1ccc(O)cc1.CCC
2S+1 ... 1

Geometry (Å):
1 C 0.1820 -0.5865 2.7985
2 C 1.8621 1.8307 0.5080
3 C 1.1170 1.3342 1.5666
4 C 2.3613 1.0153 -0.4890
5 C 1.0628 -0.0515 1.6977
6 C 2.3050 -0.3864 -0.3704
7 C 1.6452 -0.8676 0.7440
8 O 3.1633 1.5043 -1.4905
9 H 1.8156 2.9072 0.3520
10 H 0.5116 2.0281 2.1252
11 H 3.2245 2.4527 -1.3410
12 H 2.7496 -0.8430 -1.2448
13 H 0.2883 -0.1415 3.7821
14 H 0.4407 -1.6503 2.8816
15 H 1.4432 -1.9302 0.8549
16 H -0.8428 -0.6177 2.4150
17 C -2.1854 0.0134 -1.0732
18 C -0.9770 -0.3897 -1.9026
19 C -3.2386 -1.1075 -0.9169
20 H -1.8446 0.4309 -0.1199
21 H -2.7360 0.8560 -1.4878
22 H -1.0763 -1.3645 -2.3964
23 H -0.0177 -0.6442 -1.4330
24 H -4.2112 -0.6869 -0.6712
25 H -3.2857 -1.5903 -1.8934
26 H -0.8276 0.3409 -2.6992
27 H -2.9296 -1.8558 -0.1965

natural (NBO) atomic charge list, values in e, 6 entries:
1. C -0.6280
2. C -0.2958
3. C -0.1749
4. C 0.2939
5. C -0.0517
6. C -0.2667

---

No. 6
A cluster of 2 separate species, C2H2O5S in total in a non-equilibrium geometry. Source: the OMol25 dataset; level of theory: ωB97M-V with the def2-TZVPD basis set.

LUMO level (alpha / beta) ... -0.78 / -1.73 eV
HOMO (alpha / beta) ... -9.7 / -9.8 eV
2S+1 ... 1

Geometry (Å):
1 C -2.2944 2.0823 -0.2638
2 C -1.7532 1.1999 -0.8906
3 O 1.7741 -0.0511 1.5941
4 O 2.4142 -1.0547 0.9602
5 O 1.5676 -2.1435 0.4315
6 O 0.3470 -1.9012 0.3246
7 O 0.2432 -1.0337 -1.2910
8 S -1.0468 -0.6664 -1.8862
9 H -2.7428 3.0112 0.0954
10 H 1.4910 0.5572 0.9257

natural (NBO) atomic charge list, values in e, 6 entries:
1. C -0.3222
2. C -0.2528
3. O -0.3879
4. O -0.0552
5. O 0.0800
6. O -0.0684